Molecular formula: C22H34N2O6P2Pt
Method: DFT, the ωB97M-V functional and the def2-TZVPD basis

Calculated values
Largest force on an atom ... 0.0669 hartree/bohr
Gap between HOMO and LUMO (spin up / spin down) ... 4.014 / 2.515 eV
Multiplicity ... 5
HOMO energy (spin up / spin down) ... -10.509 / -13.465 eV
Calculated total energy ... -60425.36567 eV
Relative energy (zero: lowest compared OMol25 entry of this formula, charge and spin) ... 46.8 kcal/mol
Total charge ... +2

CARTESIAN COORDINATES (ANGSTROEM)
H1 -3.431 -0.560 1.578
C1 -5.818 2.814 -1.704
N1 -4.897 6.385 -1.101
C2 0.218 -1.712 1.033
H2 5.840 -1.259 1.961
H3 -0.195 -2.526 0.415
H4 4.058 -2.169 -1.625
H5 0.161 0.992 2.803
H6 2.099 -2.063 0.087
H7 3.899 0.575 -1.312
H8 4.718 -0.568 0.114
H9 -6.742 4.721 -2.160
C3 -0.853 0.573 2.767
O1 -5.834 6.976 -1.674
C4 2.425 -3.566 1.733
C5 2.711 -2.517 2.540
C6 -4.717 2.147 -1.119
H10 -1.055 -0.019 3.673
H11 2.722 1.760 -1.948
H12 2.790 -1.564 -2.772
H13 4.502 -2.631 3.704
H14 2.844 -5.374 0.797
C7 1.532 -1.188 0.402
C8 -4.892 4.950 -1.057
H15 3.998 -1.010 3.285
H16 2.170 -0.665 1.133
C9 5.080 -2.015 1.705
C10 -0.545 1.751 -2.367
C11 -3.828 4.292 -0.405
Pt1 -0.389 0.541 -0.678
H17 -1.519 1.511 -2.818
C12 3.390 -4.437 0.996
H18 4.257 -4.719 1.611
C13 -2.498 2.257 0.147
O2 -1.805 2.850 0.974
C14 -2.643 -1.310 1.406
H19 -2.851 -1.845 0.469
H20 1.395 -3.949 1.691
C15 3.889 -3.951 -0.396
H21 -1.566 1.409 2.688
N2 -6.878 2.031 -2.286
O3 -6.778 0.784 -2.269
H22 1.064 -2.002 -2.650
P1 -1.062 -0.445 1.276
O4 -2.312 1.037 -0.334
H23 5.609 -2.977 1.670
C16 -3.717 2.896 -0.475
H24 0.387 -2.104 2.039
C17 4.093 -2.479 -0.579
C18 -5.907 4.214 -1.684
H25 4.830 -4.487 -0.624
H26 2.930 1.584 -0.181
C19 2.921 1.043 -1.141
H27 3.176 -4.314 -1.155
H28 0.264 1.605 -3.093
C20 1.775 -1.170 -2.656
C21 4.533 -1.620 0.363
H29 1.926 -2.048 3.138
H30 -0.563 2.796 -2.020
H31 -2.624 -2.025 2.245
C22 4.076 -2.031 2.884
H32 -3.065 4.855 0.129
H33 1.559 -0.522 -3.518
O5 -3.946 6.989 -0.562
O6 -7.860 2.625 -2.779
P2 1.593 -0.179 -1.156
H34 -4.645 1.061 -1.160

natural (NBO) population analysis, charges in e, atoms 1 to 5: 0.2893, 0.0214, 0.3936, -0.7693, 0.2672